O4RbS | ωB97M-V/def2-TZVPD

XYZ file:
```
6
Properties=species:S:1:pos:R:3:lowdin_charge:R:1
O 0.76 0.85 1.63 -0.45
S -0.02 0.10 0.62 0.16
O -0.91 -0.91 1.23 -0.46
O -0.83 1.04 -0.22 -0.55
Rb 0.06 -0.49 -2.93 0.96
O 0.93 -0.61 -0.33 -0.67
```

As for the spin multiplicity: 1. As for the highest occupied orbital energy: -2.92 eV. The total charge is -1. The total energy is -19681.9461 eV.

***

O8RbS2 | ωB97M-V/def2-TZVPD

XYZ file:
```
11
Properties=species:S:1:pos:R:3:lowdin_charge:R:1
O -4.56 -0.18 0.00 -0.44
O -2.25 -0.65 -0.26 -0.58
Rb 0.31 -1.03 0.71 0.98
S -3.48 -0.34 -0.90 -0.05
S 3.38 0.62 0.82 0.03
O 3.22 -0.78 0.38 -0.58
O -3.70 -1.44 -1.82 -0.49
O 3.54 0.58 2.26 -0.47
O 4.62 1.07 0.14 -0.49
O -3.31 0.78 -1.77 -0.44
O 2.23 1.38 0.44 -0.48
```

As for the spin multiplicity: 1. As for the highest occupied orbital energy: 2.38 eV. The total charge is -3. The total energy is -38703.6075 eV.

***

S2 | ωB97M-V/def2-TZVPD

XYZ file:
```
2
Properties=species:S:1:pos:R:3:lowdin_charge:R:1
S 0.10 -1.05 0.32 0.00
S -0.10 1.05 -0.32 0.00
```

As for the spin multiplicity: 1. As for the highest occupied orbital energy: -9.09 eV. The total energy is -21667.9216 eV.